Here is CH4BCl in the gas phase in a non-equilibrium geometry from the OMol25 dataset. Energies are from the ωB97M-V functional and the def2-TZVPD basis.

Last column: natural (NBO) charge in e.
Geometry (Å):
B -1.091 0.507 0.361  0.49
C 0.076 -0.321 -0.087  -1.04
Cl -2.745 0.174 -0.126  -0.17
H -0.128 -1.226 0.613  0.28
H -0.898 1.187 1.317  -0.06
H 1.019 0.103 0.341  0.24
H 0.513 -0.763 -0.993  0.27

Atoms 1-2, force components in eV/Å:
-0.77 -0.04 0.32
2.98 -1.63 1.00

As for the structure (SMILES): CBCl.

Here is 2 unconnected molecules or ions with the total composition CH4BrN2 in a non-equilibrium geometry from the OMol25 dataset. Energies are from the ωB97M-V functional and the def2-TZVPD basis.

Last column: natural (NBO) charge in e.
Geometry (Å):
C 0.411 2.008 0.867  0.49
N -0.234 2.307 -0.018  -0.39
N -0.850 -1.148 0.602  -0.82
Br 1.057 -0.690 0.446  0.16
H 1.065 2.011 1.724  0.31
H -0.862 2.622 -0.669  0.48
H -1.272 -1.128 -0.355  0.38
H -0.834 -2.135 0.825  0.39

Atoms 1-2, force components in eV/Å:
0.17 0.36 -0.31
1.51 -0.70 2.28

Its total charge is +1.

Here is a molecular structure, CH4BrN2 in a non-equilibrium geometry from the OMol25 dataset. Energies are from the ωB97M-V functional and the def2-TZVPD basis.

Last column: natural (NBO) charge in e.
Geometry (Å):
C -1.435 -0.216 -0.097  0.41
N -1.878 -0.818 -0.996  -0.41
N 1.850 0.255 0.405  -0.88
Br 0.473 1.404 -0.101  0.36
H -1.390 -0.110 0.926  0.26
H -1.769 -0.806 -1.959  0.46
H 2.707 0.729 0.756  0.42
H 1.444 -0.438 1.066  0.39

Atoms 1-2, force components in eV/Å:
-0.44 -1.36 -1.35
0.50 1.22 2.10

Its total charge is +1.

Across the entries above, HOMO-LUMO gap takes the values 11.307, 9.197, 8.552 eV, respectively.
Across the entries above, energy relative to the best compared isomer or geometry (same formula, charge and spin) takes the values 0.0, 83.9, 95.4 kcal per mole, respectively.
Across the entries above, highest occupied orbital energy takes the values -10.80, -14.26, -14.37 eV, respectively.